Formula: C20H33N3O7PRbS7Sb
Source: the OMol25 dataset
Level of theory: ωB97M-V/def2-TZVPD

```
! wB97M-V def2-TZVPD RIJCOSX def2/J DEFGRID3
* xyz -2 2
Sb -1.09545 3.77579 0.58685
Rb -1.34393 -0.33449 0.16225
S 0.96845 4.10823 1.43658
S 2.06567 -2.66566 -0.02854
S 1.02041 -0.68228 -2.18919
S 3.02563 0.66342 0.29211
S -1.90650 5.30516 -0.84699
S -2.54123 2.44475 1.71218
S 0.86265 2.37625 -2.04956
P -0.44264 -0.61678 3.23872
O -3.46534 -5.97658 1.54855
O -2.12065 -4.33040 1.80235
O -1.70121 -2.73045 -0.27099
O -6.46752 -6.37125 -1.99354
O -2.14162 -0.83522 -2.09660
O -2.85237 -1.76276 -4.01261
O -6.27150 -5.13870 -3.73973
N -5.94703 -5.44266 -2.60164
N -2.99000 -4.90518 1.16287
N -2.74614 -1.79003 -2.73531
C 1.02281 1.55251 -3.67261
C -0.52429 0.60975 4.61676
C -3.30642 -2.85350 -2.03210
C -2.16781 -1.29461 3.28884
C 3.60474 -1.97152 -0.68461
C 1.02846 -2.41445 -2.69919
C 0.44999 0.13425 -3.68791
C 3.45329 1.42127 -1.29786
C 4.06917 -0.82224 0.21416
C 0.69823 1.52819 4.67522
C -4.87876 -4.68590 -1.96991
C -4.45744 -5.07855 -0.73468
C -4.31459 -3.58682 -2.64575
C -2.73148 -3.25768 -0.73123
C -2.69054 -1.81770 4.62504
C 1.98499 -1.92059 3.87260
C 0.46521 -2.03479 4.01308
C 2.59275 2.65619 -1.56528
C 1.18351 -3.32972 -1.47760
C -3.41357 -4.38459 -0.10862
H 0.20080 -3.52331 -1.04608
H -2.82104 -0.49632 2.92289
H -2.19163 -2.10722 2.55516
H 2.25982 -1.82725 2.82051
H 4.50494 1.72084 -1.27069
H 2.48610 -2.80564 4.27427
H 1.61802 0.96910 4.86488
H 2.08811 1.54258 -3.90732
H -3.70186 -2.21340 4.50198
H 0.59186 2.26843 5.47325
H 2.50315 3.26949 -0.66797
H 0.18095 -2.14033 5.06309
H 2.37775 -1.04761 4.39787
H 0.82208 2.06826 3.73382
H 4.37957 -2.74228 -0.71015
H -2.72884 -1.03203 5.38348
H 0.81400 -0.40761 -4.56231
H 1.62993 -4.27853 -1.77579
H 5.07780 -0.51719 -0.07622
H -0.64145 0.12033 -3.69134
H -1.41139 1.21379 4.41071
H -2.07166 -2.63345 5.00360
H -4.64739 -3.29920 -3.62758
H 1.84290 -2.57289 -3.40915
H 0.08192 -2.63811 -3.19852
H 3.42662 -1.61636 -1.69812
H -0.68027 0.09396 5.56857
H -4.90431 -5.92668 -0.24638
H 0.51085 2.17796 -4.40359
H 4.12355 -1.16664 1.24968
H 0.11664 -2.92776 3.48601
H 3.05596 3.27011 -2.33911
H 3.31533 0.67532 -2.08188
*
```

Calculated values
relative energy (zero: lowest compared OMol25 entry of this formula, charge and spin): 11.9 kcal/mol
Kohn-Sham gap (alpha / beta): 4.14 / 6.71 eV
LUMO energy (alpha / beta): 3.4 / 3.4 eV
max |F|: 0.0334 hartree/bohr
⟨S²⟩: 0.783
HOMO level (alpha / beta): -0.708 / -3.276 eV

=====

Formula: C30H34F3IrN6O8S2
Source: the OMol25 dataset
Level of theory: ωB97M-V/def2-TZVPD

```
! wB97M-V def2-TZVPD RIJCOSX def2/J DEFGRID3
* xyz 0 1
Ir -0.59800 0.47186 -0.32817
S 0.88683 -0.87420 -1.45674
S -2.30823 -2.32438 0.38335
F -2.11338 -1.12266 2.73569
F -3.71102 -2.57264 2.59666
F -3.91017 -0.63671 1.63511
O -1.99496 -1.07265 -0.36415
O -1.60857 1.12007 -2.11185
O 0.23944 0.04200 1.44680
O 8.27385 1.96887 0.85198
O 2.35711 1.34764 -2.73008
O -1.17787 -3.08019 0.80926
O -3.41382 -2.98246 -0.25251
O -2.05207 1.60918 0.86574
N 2.94305 4.57713 3.24508
N -3.35665 -0.19811 -2.74859
N 2.98236 0.81850 -1.74103
N 0.62519 2.05868 -0.20353
N 4.10795 4.93075 3.04897
N -1.41584 -0.10620 -4.01556
C 1.42992 1.14334 3.19658
C 6.52462 2.13502 2.53053
C -2.50792 2.90942 0.44116
C 8.67799 0.73598 1.42061
C 5.44236 2.85481 3.02116
C -3.39576 -1.21138 -4.95634
C 2.43976 -0.20337 -1.00315
C 0.82449 2.99421 -1.10128
C -2.10658 0.27158 -2.92820
C 2.43164 3.31500 2.75304
C 5.08300 4.06255 2.44603
C 2.12604 2.28985 3.61123
C -4.18818 0.23854 -1.64450
C 4.92501 0.82202 -0.35467
C 5.82851 4.56747 1.38444
C 1.97652 3.25875 1.41460
C 2.18241 4.25588 0.42803
C -3.74117 3.31453 1.21255
C 1.62673 4.11523 -0.81114
C 7.23666 2.62255 1.44224
C -3.03768 -1.63919 1.93523
C 3.14895 -0.69143 0.08947
C 4.38797 -0.18814 0.43083
C 1.20709 2.14711 1.03536
C 0.93986 1.05370 1.90577
C -1.88535 -1.12422 -4.94792
C 4.20686 1.30767 -1.41685
C -0.11736 0.46854 -4.33782
C 6.88054 3.84153 0.86653
C -3.88686 -1.30766 -3.52916
H -0.20661 1.05747 -5.25531
H 0.25125 1.07978 -3.52655
H 4.53927 2.09977 -2.06991
H 9.52577 0.39630 0.83315
H 1.77678 4.85921 -1.58011
H -3.59275 -2.25315 -3.06166
H -1.67666 3.58635 0.63747
H -3.54068 3.33216 2.28383
H 6.79262 1.20150 3.00340
H 2.67322 -1.47494 0.66224
H -4.41566 -0.60200 -0.98896
H -3.81738 -0.32152 -5.42917
H 2.42280 2.37466 4.65044
H -5.11986 0.65181 -2.03979
H -3.71546 -2.08195 -5.52848
H 2.77243 5.13163 0.66675
H 0.61116 -0.32682 -4.48720
H 7.87929 -0.00978 1.36404
H 8.98366 0.86110 2.46215
H 0.33044 2.86444 -2.05201
H -4.97447 -1.24756 -3.48685
H -1.50867 -0.85827 -5.93640
H 5.58087 5.53967 0.97693
H 1.22773 0.34008 3.89223
H -1.44154 -2.08787 -4.67749
H -4.06299 4.30942 0.90478
H 5.89670 1.24708 -0.15706
H -2.68600 2.88629 -0.63635
H 4.92125 -0.57194 1.28998
H -3.66972 1.00519 -1.08356
H -2.80122 1.04622 1.10882
H -4.56646 2.62393 1.02158
H 4.89977 2.48122 3.87723
H 7.45736 4.20884 0.02824
*
```

Calculated values
relative energy (zero: lowest compared OMol25 entry of this formula, charge and spin): 15.8 kcal/mol
Kohn-Sham gap: 7.21 eV
LUMO energy: -0.2 eV
max |F|: 0.0024 hartree/bohr
HOMO level: -7.395 eV

=====

Formula: C3H8OSi
Source: the OMol25 dataset
Level of theory: ωB97M-V/def2-TZVPD

```
! wB97M-V def2-TZVPD RIJCOSX def2/J DEFGRID3
* xyz 0 1
Si 1.75474 0.53269 -0.21739
O -2.18730 1.12697 -0.25860
C 0.08192 0.53139 0.76652
C -1.38691 -1.14189 -0.30821
C -1.29316 0.32788 0.01886
H 0.13774 1.54675 1.38049
H -2.38806 -1.24644 -0.76272
H -0.50701 -1.32628 -1.02354
H 0.09167 -0.19629 1.58557
H 1.63113 0.64237 -1.73288
H 2.59223 -0.59271 0.06223
H -1.29475 -1.77252 0.56565
H 2.76776 1.56809 -0.07598
*
```

Calculated values
relative energy (zero: lowest compared OMol25 entry of this formula, charge and spin): 37.2 kcal/mol
Kohn-Sham gap: 10.73 eV
LUMO energy: 0.8 eV
max |F|: 0.0659 hartree/bohr
HOMO level: -9.914 eV
SMILES string: CC(=O)C[SiH3]

=====

Formula: C4H7NO
Source: the OMol25 dataset
Level of theory: ωB97M-V/def2-TZVPD

```
! wB97M-V def2-TZVPD RIJCOSX def2/J DEFGRID3
* xyz 0 1
O -0.70546 -0.04301 0.16140
N 1.34563 -0.20138 -0.95004
C 2.30092 1.39966 0.76632
C -2.02552 -0.50484 0.30205
C 1.76953 0.57641 -0.09923
C -0.01762 -0.66447 -0.88625
H -2.51240 -0.63636 -0.67564
H 2.76895 1.01783 1.66642
H -2.06456 -1.45930 0.84678
H -0.00566 -1.75976 -0.76973
H 2.22161 2.47060 0.62095
H -2.57795 0.24796 0.86952
H -0.49747 -0.44335 -1.85256
*
```

Calculated values
relative energy (zero: lowest compared OMol25 entry of this formula, charge and spin): 61.9 kcal/mol
Kohn-Sham gap: 9.97 eV
LUMO energy: 1.0 eV
max |F|: 0.0160 hartree/bohr
HOMO level: -8.963 eV
SMILES string: C=C=NCOC